ORCA calculation (ωB97M-V/def2-TZVPD) on a structure of composition C29H30FeN at a distorted geometry.

Results
Total charge: -1
Lowest unoccupied orbital energy (spin up / spin down) in eV: 2.66 / 2.14
Energy above the lowest of the compared OMol25 structures with the same formula, charge and spin in kcal/mol: 94.68
Kohn-Sham gap (spin up / spin down) in eV: 2.83 / 6.34
Molecular weight in g/mol: 448.41
Spin multiplicity: 5
Largest force on an atom in eV/A: 3.43

Last column: Mulliken charge in e.
Element x y z (Å)
C -3.17828 2.06478 1.58131  -0.464
C -3.49768 1.30840 0.40450  -0.691
C -2.80091 0.09989 0.17790  -0.161
C -1.84081 -0.37266 1.06260  -0.209
N -1.08627 -1.50929 0.82520  -0.269
C -0.08500 -1.79253 1.65740  0.379
C 0.84078 -2.95084 1.37141  -0.502
C 2.29587 -2.52965 1.68893  -0.827
C 2.48746 -1.82288 3.04845  -0.671
C 1.60259 -0.57013 3.12285  -0.767
C 0.20941 -1.04979 2.86831  -0.661
C -1.44789 0.39376 2.26167  0.830
C -2.21311 1.64004 2.47869  -0.963
H -3.71674 3.01982 1.76205  0.270
H -4.26906 1.67372 -0.29361  0.364
H -3.03106 -0.48739 -0.75120  0.252
H 0.53611 -3.76783 2.06822  0.304
H 0.73019 -3.29362 0.32596  -0.014
H 2.94119 -3.40751 1.67738  0.457
H 2.62556 -1.83705 0.89973  0.318
H 2.15788 -2.48384 3.87324  0.426
H 3.52992 -1.51244 3.20592  0.401
H 1.62089 -0.08888 4.11226  0.129
H 1.89342 0.20618 2.38222  0.318
H -0.31502 0.44758 2.38568  -0.004
H -0.14910 -1.56309 3.78142  0.173
H -1.46784 -0.19620 3.22621  0.287
H -1.93637 2.17378 3.36360  0.424
C -5.85381 -7.00407 0.50085  -0.631
C -4.92683 -7.45856 -0.50509  -0.645
C -3.67673 -6.76318 -0.31819  -0.542
C -3.82541 -5.86885 0.81462  -0.320
C -5.17151 -6.04194 1.33303  -0.621
Fe -5.15283 -5.45704 -0.54770  -0.146
C -6.64097 -4.18023 -0.68818  -0.620
C -6.42153 -4.89237 -1.96992  -0.900
C -5.06211 -4.68935 -2.35102  -0.677
C -4.43254 -3.73095 -1.42005  1.065
C -3.13861 -3.11813 -1.51209  -1.110
C -2.34577 -3.03348 -2.70444  0.491
C -0.92600 -2.95099 -2.57731  -0.536
C -0.12478 -2.81872 -3.70432  -0.379
C -0.70311 -2.72536 -4.98230  -0.384
C -2.09993 -2.77862 -5.13006  -0.667
C -2.92211 -2.94490 -4.01730  -0.322
C -5.40929 -3.54990 -0.32508  -0.523
H -6.83702 -7.44476 0.70763  0.450
H -5.08274 -8.32270 -1.16521  0.437
H -2.72651 -7.01894 -0.80549  0.467
H -3.01383 -5.32108 1.30821  0.538
H -5.54573 -5.64405 2.28180  0.454
H -7.60785 -4.04289 -0.20761  0.472
H -7.21571 -5.32942 -2.57909  0.425
H -4.61921 -4.90125 -3.30768  0.822
H -2.71592 -2.70838 -0.57712  0.613
H -0.50650 -2.98871 -1.56435  0.390
H 0.96092 -2.78004 -3.58408  0.377
H -0.06403 -2.60156 -5.86487  0.335
H -2.55501 -2.68821 -6.12198  0.344
H -4.01625 -2.95180 -4.12882  0.543
H -5.22938 -2.83796 0.46013  0.675